Formula: BrIO2S2
Source: OMol25
Level of theory: ωB97M-V with the def2-TZVPD basis set

The value obtained for the HOMO energy is -9.4 eV. As for the total energy: -103906.9639 eV. The spin multiplicity is 1. The largest force on an atom is 3.3 eV/Å. The calculation puts the HOMO-LUMO gap at 8.27 eV. Its energy above the lowest of the compared OMol25 structures with the same formula, charge and spin is 6.2 kcal per mole.

Each line ends with the Löwdin charge.
Cartesian coordinates (Å):
O1 0.65 -0.52 0.27  -0.960
O2 -1.43 0.53 0.10  -0.571
S1 -0.93 -0.66 0.66  0.449
S2 1.21 0.78 -0.64  0.367
Br1 1.91 2.25 0.68  0.286
I1 -1.41 -2.39 -1.06  0.430


Formula: BrO6V3
Source: OMol25
Level of theory: ωB97M-V with the def2-TZVPD basis set

The value obtained for the HOMO energy is -19.5 eV. As for the total energy: -159367.1052 eV. The spin multiplicity is 1. The largest force on an atom is 6.2 eV/Å. The calculation puts the HOMO-LUMO gap at 8.83 eV. Its charge is +2.

Each line ends with the Löwdin charge.
Cartesian coordinates (Å):
O1 -2.02 2.56 -2.61  -0.203
V1 -0.93 1.37 -2.62  0.986
O2 -1.65 0.04 -3.04  -0.233
O3 0.45 -3.27 0.65  -0.228
V2 1.55 -2.41 -0.29  1.034
O4 2.86 -2.10 0.48  -0.197
O5 -0.12 -0.06 2.76  -0.236
V3 0.16 1.31 2.07  0.924
O6 -0.60 2.35 2.97  -0.190
Br1 0.29 0.20 -0.37  0.343


Formula: C102H215N17O8
Source: OMol25
Level of theory: ωB97M-V with the def2-TZVPD basis set

The value obtained for the HOMO energy is -7.9 eV. As for the total energy: -150956.8076 eV. The spin multiplicity is 1. The largest force on an atom is 3.3 eV/Å. The calculation puts the HOMO-LUMO gap at 7.21 eV. Its energy above the lowest of the compared OMol25 structures with the same formula, charge and spin is 0.0 kcal per mole.

Each line ends with the Löwdin charge.
Cartesian coordinates (Å):
C1 25.43 16.74 15.83  -0.065
C2 24.15 16.90 15.36  -0.086
C3 23.08 16.70 16.15  -0.011
C4 23.33 16.44 17.50  -0.136
C5 24.62 16.37 18.05  0.002
C6 25.67 16.57 17.19  -0.065
N1 22.18 16.19 18.40  -0.325
O1 22.47 16.02 19.58  0.051
O2 21.13 16.22 17.84  0.071
H1 26.29 16.92 15.17  0.116
H2 24.03 17.07 14.30  0.116
H3 22.05 16.71 15.83  0.105
H4 24.76 16.15 19.14  0.123
H5 26.64 16.50 17.60  0.103
C7 11.57 21.21 22.56  -0.068
C8 11.37 20.66 23.84  -0.050
C9 12.48 20.18 24.56  0.000
C10 13.68 20.32 23.93  -0.154
C11 13.95 20.87 22.69  0.003
C12 12.85 21.32 21.99  -0.067
N2 14.87 19.80 24.66  -0.326
O3 14.85 19.91 25.88  0.070
O4 15.81 19.31 24.05  0.048
H6 10.69 21.60 22.06  0.110
H7 10.36 20.67 24.24  0.107
H8 12.47 19.75 25.56  0.117
H9 14.93 20.92 22.27  0.081
H10 13.01 21.80 21.00  0.099
C13 18.64 16.58 22.45  -0.038
C14 17.23 16.64 22.40  -0.073
C15 16.55 16.50 21.24  -0.002
C16 17.30 16.27 20.06  -0.200
C17 18.64 16.18 20.10  -0.015
C18 19.36 16.25 21.28  -0.034
N3 16.66 16.27 18.82  -0.309
O5 15.49 16.66 18.74  0.044
O6 17.31 15.90 17.84  0.058
H11 19.13 16.83 23.38  0.081
H12 16.62 16.76 23.27  0.081
H13 15.44 16.51 21.17  0.137
H14 19.14 16.06 19.18  0.088
H15 20.45 16.34 21.21  0.088
C19 21.25 14.69 24.60  -0.081
C20 21.60 14.21 23.35  -0.045
C21 22.86 14.53 22.78  0.008
C22 23.66 15.33 23.56  -0.168
C23 23.31 15.82 24.77  -0.039
C24 22.06 15.57 25.29  -0.062
N4 24.95 15.79 22.94  -0.345
O7 24.95 15.65 21.75  0.074
O8 25.74 16.29 23.71  0.089
H16 20.30 14.34 25.02  0.090
H17 20.94 13.48 22.82  0.104
H18 23.23 14.05 21.87  0.109
H19 24.11 16.35 25.29  0.127
H20 21.76 15.98 26.26  0.106
C25 18.62 18.52 25.83  -0.070
C26 19.23 17.17 26.32  -0.252
N5 18.36 16.46 27.25  -0.155
C27 19.17 15.43 27.94  -0.248
C28 18.31 14.62 28.93  -0.079
C29 17.84 17.39 28.26  -0.278
C30 18.81 17.98 29.21  -0.088
H21 17.59 18.50 25.55  0.038
H22 19.13 18.86 24.93  0.056
H23 18.78 19.33 26.56  0.068
H24 19.39 16.57 25.45  0.067
H25 20.14 17.55 26.79  0.103
H26 19.49 14.77 27.13  0.096
H27 20.01 15.80 28.52  0.103
H28 18.14 15.09 29.88  0.058
H29 17.37 14.28 28.46  0.071
H30 18.81 13.67 29.21  0.082
H31 17.06 16.87 28.78  0.094
H32 17.33 18.22 27.78  0.105
H33 19.54 18.65 28.76  0.077
H34 19.29 17.35 29.90  0.056
H35 18.25 18.63 29.89  0.087
C31 15.24 18.28 15.63  -0.052
C32 14.31 18.86 14.56  -0.279
N6 14.97 19.33 13.38  -0.178
C33 15.85 20.48 13.76  -0.222
C34 16.80 20.88 12.65  -0.096
C35 13.98 19.65 12.41  -0.279
C36 13.51 18.43 11.62  -0.080
H36 14.60 17.74 16.30  0.038
H37 15.82 19.05 16.15  0.057
H38 15.91 17.52 15.25  0.061
H39 13.61 18.04 14.35  0.106
H40 13.64 19.59 14.99  0.087
H41 15.24 21.36 14.13  0.140
H42 16.51 20.07 14.50  0.065
H43 16.30 21.28 11.76  0.069
H44 17.62 21.49 12.99  0.066
H45 17.34 20.06 12.24  0.055
H46 14.44 20.34 11.69  0.109
H47 13.14 20.17 12.90  0.120
H48 14.29 18.03 10.97  0.063
H49 12.74 18.77 10.87  0.086
H50 13.07 17.62 12.19  0.058
C37 14.44 16.18 25.43  -0.062
C38 14.58 15.43 26.77  -0.222
N7 13.31 15.09 27.40  -0.197
C39 12.69 16.21 28.16  -0.235
C40 13.03 16.21 29.63  -0.095
C41 12.40 14.36 26.60  -0.277
C42 11.38 13.47 27.43  -0.057
H51 13.97 15.56 24.64  0.072
H52 15.40 16.51 25.11  0.034
H53 13.80 17.05 25.47  0.056
H54 15.28 14.58 26.74  0.104
H55 15.05 16.08 27.50  0.091
H56 13.23 17.09 27.79  0.101
H57 11.63 16.35 28.00  0.109
H58 12.65 17.12 30.07  0.060
H59 12.50 15.45 30.24  0.077
H60 14.10 16.08 29.78  0.071
H61 13.00 13.74 25.97  0.066
H62 11.84 15.09 25.94  0.118
H63 10.57 12.98 26.79  0.082
H64 10.88 14.04 28.19  0.043
H65 11.91 12.69 27.98  0.063
C43 19.63 10.14 16.83  -0.083
C44 20.20 11.37 17.53  -0.285
N8 19.39 11.79 18.64  -0.161
C45 18.24 12.53 18.12  -0.234
C46 17.16 12.81 19.19  -0.070
C47 20.20 12.61 19.55  -0.258
C48 21.31 11.93 20.29  -0.078
H66 18.66 10.28 16.37  0.049
H67 19.48 9.31 17.57  0.087
H68 20.35 9.81 16.04  0.084
H69 21.19 11.06 17.90  0.101
H70 20.47 12.19 16.87  0.110
H71 17.77 11.94 17.35  0.092
H72 18.55 13.45 17.62  0.088
H73 16.74 11.84 19.49  0.080
H74 16.32 13.38 18.80  0.045
H75 17.53 13.28 20.10  0.052
H76 20.60 13.54 19.00  0.128
H77 19.50 13.07 20.32  0.105
H78 21.89 12.61 20.88  0.040
H79 20.84 11.20 20.94  0.076
H80 21.98 11.36 19.65  0.066
C49 14.31 14.82 16.05  -0.081
C50 14.35 13.29 15.99  -0.246
N9 13.13 12.54 16.29  -0.182
C51 13.38 11.09 16.04  -0.225
C52 14.31 10.51 17.10  -0.071
C53 12.02 12.99 15.53  -0.284
C54 10.72 12.63 16.22  -0.082
H81 13.61 15.16 15.30  0.059
H82 15.27 15.24 15.83  0.033
H83 13.94 15.17 17.01  0.060
H84 14.73 12.91 15.05  0.099
H85 15.08 13.06 16.74  0.082
H86 12.43 10.54 16.14  0.108
H87 13.78 11.10 15.03  0.109
H88 14.43 9.39 16.91  0.098
H89 15.31 10.88 17.01  0.041
H90 13.89 10.68 18.10  0.050
H91 12.04 12.49 14.56  0.118
H92 11.95 14.07 15.40  0.098
H93 9.85 12.87 15.60  0.070
H94 10.56 13.22 17.13  0.044
H95 10.68 11.53 16.37  0.074
C55 19.70 19.10 13.78  -0.072
C56 20.48 19.11 15.07  -0.277
N10 20.37 20.30 15.90  -0.171
C57 21.42 20.27 16.88  -0.274
C58 22.81 20.76 16.34  -0.059
C59 19.07 20.47 16.55  -0.219
C60 18.52 19.33 17.41  -0.071
H96 20.10 18.38 13.09  0.070
H97 19.85 20.09 13.31  0.087
H98 18.64 18.95 13.95  0.057
H99 20.22 18.19 15.64  0.099
H100 21.53 18.96 14.82  0.096
H101 21.10 20.97 17.65  0.105
H102 21.53 19.27 17.38  0.099
H103 23.58 20.60 17.08  0.045
H104 23.22 20.20 15.46  0.072
H105 22.75 21.83 16.11  0.074
H106 18.34 20.68 15.76  0.102
H107 19.17 21.37 17.17  0.111
H108 17.53 19.58 17.73  0.029
H109 19.14 19.04 18.25  0.068
H110 18.40 18.38 16.87  0.070
C61 13.89 13.47 20.11  -0.080
C62 12.56 13.77 20.72  -0.288
N11 11.93 12.64 21.34  -0.158
C63 11.50 11.73 20.30  -0.264
C64 12.10 10.32 20.45  -0.084
C65 10.83 13.08 22.16  -0.251
C66 11.20 13.89 23.40  -0.088
H111 14.30 14.35 19.56  0.068
H112 13.82 12.60 19.44  0.059
H113 14.66 13.23 20.88  0.067
H114 12.82 14.56 21.41  0.107
H115 11.97 14.17 19.87  0.108
H116 10.42 11.55 20.29  0.113
H117 11.75 12.07 19.29  0.101
H118 11.94 9.92 21.45  0.067
H119 11.69 9.58 19.73  0.075
H120 13.19 10.40 20.24  0.056
H121 10.38 12.15 22.57  0.125
H122 10.06 13.65 21.65  0.105
H123 10.37 13.89 24.09  0.067
H124 11.44 14.93 23.10  0.071
H125 12.02 13.52 24.00  0.039
C67 9.26 15.54 18.65  -0.076
C68 10.45 15.99 17.84  -0.290
N12 10.96 17.27 18.31  -0.144
C69 11.91 17.07 19.41  -0.258
C70 12.45 18.32 20.18  -0.060
C71 11.80 17.77 17.20  -0.252
C72 10.99 18.25 15.95  -0.067
H126 8.54 16.36 18.61  0.080
H127 9.51 15.29 19.69  0.060
H128 8.85 14.65 18.19  0.062
H129 11.26 15.24 17.87  0.104
H130 10.09 16.11 16.84  0.098
H131 12.76 16.49 19.13  0.079
H132 11.42 16.45 20.17  0.098
H133 11.85 19.20 19.91  0.071
H134 13.52 18.54 19.95  0.061
H135 12.37 18.18 21.26  0.061
H136 12.46 18.60 17.56  0.109
H137 12.53 17.03 16.87  0.083
H138 10.87 17.37 15.27  0.075
H139 10.03 18.70 16.25  0.082
H140 11.64 18.93 15.41  0.037
C73 18.52 12.21 12.54  -0.082
C74 17.39 13.14 12.72  -0.271
N13 17.77 14.28 13.51  -0.214
C75 16.91 15.36 13.44  -0.275
C76 16.90 16.00 12.03  -0.063
C77 18.18 13.95 14.86  -0.211
C78 19.19 15.01 15.38  -0.071
H141 18.24 11.31 11.98  0.081
H142 18.98 11.96 13.48  0.050
H143 19.30 12.72 11.95  0.090
H144 16.98 13.42 11.79  0.090
H145 16.53 12.62 13.21  0.122
H146 15.84 15.12 13.70  0.121
H147 17.30 16.17 14.10  0.103
H148 17.91 16.11 11.65  0.071
H149 16.32 15.39 11.32  0.067
H150 16.48 16.98 12.03  0.037
H151 18.62 13.00 14.91  0.066
H152 17.22 13.92 15.50  0.127
H153 19.86 15.28 14.56  0.086
H154 19.79 14.73 16.21  0.027
H155 18.70 15.93 15.69  0.041
C79 18.45 23.41 26.36  -0.062
C80 19.63 22.48 26.78  -0.236
N14 20.92 23.21 26.79  -0.182
C81 21.88 22.47 27.62  -0.267
C82 21.69 22.67 29.10  -0.094
C83 21.38 23.42 25.43  -0.264
C84 22.47 24.52 25.29  -0.064
H156 18.39 24.11 27.14  0.053
H157 17.54 22.78 26.36  0.073
H158 18.52 23.83 25.37  0.052
H159 19.49 22.15 27.82  0.102
H160 19.56 21.63 26.13  0.085
H161 21.76 21.40 27.30  0.120
H162 22.89 22.78 27.32  0.110
H163 20.63 22.70 29.42  0.077
H164 22.25 21.90 29.65  0.076
H165 22.09 23.60 29.48  0.065
H166 20.53 23.83 24.89  0.091
H167 21.66 22.53 24.86  0.105
H168 22.78 24.75 24.28  0.072
H169 23.32 24.24 25.90  0.051
H170 22.08 25.40 25.71  0.052
C85 19.97 21.38 21.84  -0.069
C86 20.56 20.12 22.44  -0.249
N15 21.82 19.70 21.83  -0.179
C87 21.71 19.25 20.49  -0.248
C88 23.12 19.12 19.83  -0.062
C89 22.55 18.79 22.73  -0.241
C90 22.73 19.26 24.16  -0.093
H171 19.74 21.21 20.82  0.035
H172 20.68 22.20 21.92  0.081
H173 19.10 21.66 22.42  0.070
H174 20.76 20.32 23.51  0.087
H175 19.87 19.25 22.43  0.109
H176 21.12 18.34 20.40  0.095
H177 21.23 20.05 19.88  0.101
H178 23.64 20.06 19.93  0.080
H179 23.69 18.24 20.20  0.062
H180 22.94 19.01 18.75  0.035
H181 23.57 18.61 22.36  0.106
H182 22.09 17.76 22.78  0.121
H183 23.56 18.65 24.59  0.073
H184 21.89 19.05 24.80  0.052
H185 22.99 20.33 24.20  0.082
C91 16.67 19.52 20.37  -0.060
C92 16.61 21.09 20.22  -0.266
N16 15.28 21.55 19.88  -0.176
C93 14.96 21.10 18.50  -0.262
C94 13.70 21.68 17.92  -0.073
C95 15.25 23.05 20.07  -0.238
C96 16.22 23.88 19.27  -0.079
H186 17.68 19.22 20.65  0.067
H187 16.45 18.96 19.46  0.040
H188 15.97 19.26 21.16  0.059
H189 16.84 21.53 21.21  0.108
H190 17.41 21.46 19.51  0.113
H191 14.94 20.01 18.45  0.092
H192 15.82 21.37 17.85  0.108
H193 13.76 22.77 17.94  0.062
H194 12.83 21.38 18.55  0.078
H195 13.58 21.26 16.92  0.064
H196 14.21 23.39 19.96  0.101
H197 15.43 23.14 21.13  0.099
H198 17.26 23.66 19.44  0.060
H199 16.08 23.74 18.19  0.077
H200 16.09 24.93 19.45  0.069
C97 13.97 11.12 24.15  -0.079
C98 14.96 12.22 24.54  -0.315
N17 16.29 11.87 24.21  -0.182
C99 16.53 11.91 22.76  -0.245
C100 17.90 11.36 22.43  -0.088
C101 17.25 12.67 25.03  -0.208
C102 17.39 14.17 24.68  -0.071
H201 13.01 11.29 24.66  0.067
H202 14.37 10.11 24.41  0.092
H203 13.80 11.14 23.06  0.048
H204 14.67 13.14 24.12  0.080
H205 14.92 12.32 25.66  0.124
H206 15.80 11.22 22.28  0.115
H207 16.31 12.89 22.30  0.098
H208 18.09 10.41 22.95  0.091
H209 17.93 11.13 21.37  0.050
H210 18.74 12.04 22.60  0.054
H211 18.20 12.19 24.84  0.089
H212 17.00 12.46 26.06  0.104
H213 16.37 14.49 24.45  0.043
H214 18.01 14.44 23.76  0.073
H215 17.76 14.73 25.55  0.056


- largest force on an atom of number 3 (C102H215N17O8)?
  3.3 eV/Å


- HOMO energy of number 3 (C102H215N17O8)?
  -7.9 eV


- Look up the HOMO energy of the first one.
  -9.4 eV


- largest force on an atom of number 2 (BrO6V3)?
  6.2 eV/Å